No. 1
C11H7N5OS in the gas phase in a non-equilibrium geometry, computed with ωB97M-V with the def2-TZVPD basis set.

Cartesian coordinates (Å):
H  -0.6058  5.6029  -2.3315
H  1.5050  4.2865  -1.2880
C  2.3741  0.0882  0.6896
O  -1.2934  -2.6117  0.7747
C  -1.8556  -3.8569  0.7552
C  -0.6590  4.6359  -1.8776
S  2.5381  1.7358  0.1916
H  -1.9343  1.9381  -0.8029
C  0.7955  1.6337  -0.1956
C  0.2549  -4.0996  1.3514
C  0.0407  -2.7611  1.0901
C  0.4782  3.9403  -1.2738
H  1.2332  -4.5449  1.5330
H  -2.7668  4.0297  -2.0041
C  -0.9818  -4.7901  1.2233
N  0.1837  0.4581  0.0053
C  0.0243  2.7420  -0.8090
N  -1.3407  2.6962  -1.0839
H  -1.1370  -5.8526  1.3100
N  1.1154  -0.4173  0.5051
N  3.1562  -0.8226  1.1995
C  1.1204  -1.7539  0.9465
C  -1.7528  3.8465  -1.6831
H  -2.8682  -4.1308  0.4495
N  2.3758  -1.9924  1.3245

Energy above the lowest of the compared OMol25 structures with the same formula, charge and spin ... 5.06 kcal per mole
LUMO ... -0.034 eV
Structure (SMILES) ... c1c[nH]c(-c2nn3c(-c4ccco4)nnc3s2)c1
Net charge ... 0
HOMO ... -8.2 eV



No. 2
C11H8ClN3 in the gas phase in a non-equilibrium geometry, computed with ωB97M-V with the def2-TZVPD basis set.

Cartesian coordinates (Å):
C  1.0505  -2.5837  -0.5886
H  -0.9318  -2.2791  -0.0842
H  3.4702  -0.5906  0.4800
C  -0.4646  2.7004  -0.2855
Cl  -2.3187  -1.0147  1.7846
C  -1.4769  0.6375  -1.1419
H  1.5019  0.7732  1.4676
N  -1.2884  1.2771  1.5257
C  -1.0666  0.0749  1.0835
N  -1.0947  1.7945  -1.2209
H  3.1729  -2.4989  -0.8273
H  -1.5998  3.2930  1.7290
H  -0.4747  3.7722  -0.5633
H  0.5819  2.4762  -0.1449
C  1.3865  -0.0802  0.7993
H  0.9301  -3.6054  -1.1371
C  -0.0018  -1.9119  -0.0580
C  -1.1069  2.4857  1.0494
C  2.4496  -0.8174  0.2637
N  -2.8326  -1.0124  -2.4684
C  0.0873  -0.6596  0.6324
C  2.3140  -2.0171  -0.4180
C  -2.2875  -0.2137  -1.8772

Energy above the lowest of the compared OMol25 structures with the same formula, charge and spin ... 0.00 kcal per mole
LUMO (alpha / beta) ... -0.988 / -0.855 eV
Net charge ... 0
HOMO (alpha / beta) ... -7.7 / -7.6 eV



No. 3
A molecular structure, C11H8F3N3O2, computed with ωB97M-V with the def2-TZVPD basis set.

Cartesian coordinates (Å):
H  -1.8124  -3.0949  2.1718
C  1.4943  0.8651  -0.4443
F  0.2530  5.3273  -0.3127
C  1.8194  2.1819  -0.5573
C  -0.2870  2.8149  0.2772
H  2.2379  0.1354  -0.7144
F  2.0245  4.7047  -1.4246
N  -0.8646  -3.5365  0.3964
C  -0.6489  1.5063  0.4082
C  0.2347  -1.8575  -0.7990
N  -2.2180  -5.4304  -0.6882
C  0.2410  0.5018  0.0392
C  -1.2494  -2.6796  1.3555
H  0.8133  -1.5738  -1.6618
O  -3.1929  -4.9165  -0.6704
H  -1.6360  1.2829  0.7739
C  -0.1442  -0.9265  0.1619
N  0.9267  3.1243  -0.2032
C  1.3407  4.5798  -0.3063
H  2.7734  2.5172  -0.9240
C  -0.8924  -1.3599  1.2520
H  -1.1897  -0.6930  2.0431
O  -1.1897  -4.8340  0.5560
H  -0.9385  3.6298  0.5356
H  0.1493  -3.9455  -1.3583
F  2.0855  4.8492  0.7586
C  -0.1302  -3.1724  -0.6650

LUMO ... -8.588 eV
Net charge ... +2
HOMO ... -17.3 eV



No. 4
A molecular structure, C11H8FINSbSe4Sn in a non-equilibrium geometry, computed with ωB97M-V with the def2-TZVPD basis set.

Cartesian coordinates (Å):
C  3.7160  -0.8962  2.1406
C  2.7873  0.5606  -0.0534
Sn  -0.0210  -1.3040  -0.8254
Se  -1.3773  3.9210  2.2727
H  -4.1329  -3.1303  -2.9906
H  1.7624  -1.7680  2.1966
C  4.5124  0.0183  1.4863
C  -3.2415  -0.0997  -0.8294
C  -2.6570  -2.0890  -1.8615
Se  1.1185  3.7253  -0.9661
H  -5.8756  -1.3950  -2.5148
C  2.4179  -1.0713  1.6908
H  4.7323  1.4933  -0.0525
H  2.4135  1.1599  -0.8799
N  -2.3091  -1.0321  -1.0946
C  -3.9119  -2.2633  -2.3847
Se  0.1048  0.4621  0.8596
I  -2.8238  1.6256  0.3470
H  4.1070  -1.4276  2.9978
H  -1.8773  -2.8173  -2.0545
F  5.7736  0.2161  1.9452
C  1.9554  -0.3532  0.5784
C  -4.8734  -1.2971  -2.1171
Sb  0.8260  3.6391  1.3743
C  -4.5400  -0.2101  -1.3397
Se  2.5923  3.0212  2.7939
H  -5.2637  0.5595  -1.1129
C  4.0854  0.7525  0.3938

Energy above the lowest of the compared OMol25 structures with the same formula, charge and spin ... 55.60 kcal per mole
LUMO ... -2.107 eV
Net charge ... 0
HOMO ... -7.4 eV



No. 5
A molecular structure, C11H8NO5Yb in a non-equilibrium geometry, computed with ωB97M-V with the def2-TZVPD basis set.

Cartesian coordinates (Å):
N  -0.3798  -0.4726  2.8503
H  -0.0833  -2.6543  1.2681
C  0.3384  2.3186  -1.0471
C  -0.0768  0.1957  -2.1164
H  0.7952  2.1371  0.1147
C  -2.8944  -1.1836  -0.8659
O  -4.3581  0.3256  -2.1725
C  0.8065  -0.8792  2.1703
H  3.3891  0.8868  0.7990
O  -2.7036  2.1751  -3.5724
O  -0.0758  0.0567  -3.2725
H  1.2376  -2.4575  -0.8275
O  -1.9083  -1.1886  -0.1011
C  -3.6003  -0.4067  -1.5822
O  0.4409  3.2035  -1.7943
H  2.9010  -0.6383  -1.1008
C  1.8503  0.0681  2.0678
H  -0.2379  0.0804  3.7005
C  0.6667  -1.8628  1.1568
C  2.5971  0.1504  0.8932
Yb  -0.0209  0.4729  0.4235
H  1.9980  0.7909  2.8772
C  2.3377  -0.7216  -0.1673
C  1.3999  -1.7398  -0.0169
C  -3.3381  2.5461  -2.6919
H  -1.0810  -1.2029  3.0073

Energy above the lowest of the compared OMol25 structures with the same formula, charge and spin ... 68.71 kcal per mole
LUMO (alpha / beta) ... -9.802 / -9.814 eV
Spin multiplicity ... 2
<S²> ... 0.77
Net charge ... +2
HOMO (alpha / beta) ... -16.4 / -16.5 eV



No. 6
A molecular structure, C11H9Br2 in a non-equilibrium geometry, computed with ωB97M-V with the def2-TZVPD basis set.

Cartesian coordinates (Å):
H  0.4945  0.9747  3.0079
C  -1.3845  0.3115  2.1756
C  -0.0549  0.7070  2.0975
C  1.9484  1.0376  0.6603
C  -2.1033  -0.1408  1.0415
H  2.5001  1.3278  1.5403
C  0.5854  0.7233  0.8389
C  0.5488  0.2640  -1.5493
H  -3.1355  -0.4897  1.1203
C  -0.1429  0.2837  -0.3106
Br  -1.0405  -2.7843  -1.4507
H  -3.0118  -1.4115  -1.0929
H  0.0215  -0.0871  -2.4430
H  2.3989  0.4847  -2.6588
H  -1.9067  0.2942  3.1331
C  -1.4485  -0.2522  -0.1815
H  3.6569  1.2706  -0.6543
C  2.6083  0.9921  -0.5524
C  -1.9804  -1.1158  -1.2924
Br  1.4305  -2.3215  0.5358
H  -1.8786  -0.6444  -2.2794
C  1.8944  0.5760  -1.6862

LUMO (alpha / beta) ... 0.055 / -2.693 eV
Spin multiplicity ... 2
<S²> ... 0.75
Net charge ... 0
HOMO (alpha / beta) ... -8.3 / -8.3 eV



no.,energy (hartree)
1,-1170.505327
2,-1048.254411
3,-1037.591621
4,-10936.521712
5,-2012.784628
6,-5572.559991